# 1
{
  "formula": "C36H61BIrN6O8S2Si4",
  "method": "wB97M-V/def2-TZVPD",
  "total_charge": -1,
  "de_lowest_kj_mol": 268.5,
  "orbital_gap_ha": [0.189, 0.229],
  "homo_ha": [-0.10810, -0.19629],
  "multiplicity": 5,
  "elements": ["Ir", "C", "Si", "C", "C", "Si", "Si", "C", "C", "C", "Si", "C", "C", "C", "H", "H", "H", "H", "H", "H", "H", "H", "H", "H", "H", "H", "H", "H", "H", "H", "H", "H", "H", "H", "H", "H", "H", "H", "H", "H", "H", "S", "C", "N", "C", "C", "C", "N", "H", "H", "H", "H", "O", "C", "N", "C", "O", "C", "C", "C", "C", "N", "C", "H", "H", "H", "H", "H", "H", "H", "H", "C", "C", "C", "C", "C", "C", "C", "C", "O", "B", "O", "C", "C", "H", "H", "H", "H", "H", "H", "H", "H", "H", "H", "H", "H", "N", "C", "N", "C", "C", "C", "C", "C", "H", "H", "H", "H", "H", "H", "H", "H", "H", "H", "O", "S", "O", "O", "O"],
  "xyz": [[0.1694, 0.7153, -0.5324], [-5.0046, 2.6783, -2.7146], [-3.7093, 1.2482, -2.5171], [-2.6391, 1.4038, -4.1093], [-4.7884, -0.3345, -2.6346], [-2.1106, 1.2008, -0.6783], [-0.5832, 4.8392, -1.0186], [-2.4467, 4.5223, -0.9871], [-0.0432, 5.5851, -2.6876], [0.0249, 5.9562, 1.3888], [-3.3889, 1.6356, 1.3281], [-3.7471, 0.0463, 2.3436], [-5.1030, 2.5023, 1.1086], [-2.4125, 2.8606, 2.4599], [-5.7385, 2.4391, -3.4802], [-4.5275, 3.6067, -3.0082], [-5.5454, 2.8720, -1.7958], [-3.1873, 1.1962, -5.0241], [-1.7989, 0.7179, -4.0620], [-2.2336, 2.4083, -4.1922], [-5.5331, -0.2851, -3.4252], [-5.3041, -0.5095, -1.6967], [-4.1666, -1.2045, -2.8089], [-2.7449, 3.8768, -1.7979], [-2.9685, 5.4678, -1.0858], [-2.7636, 4.0597, -0.0637], [-0.8799, 5.8407, -3.3284], [0.5643, 4.8611, -3.2197], [0.5548, 6.4797, -2.5490], [-0.8042, 6.3384, 1.9956], [0.9283, 6.5371, 1.6008], [0.2125, 4.9134, 1.6491], [-4.4817, -0.5641, 1.8275], [-4.1228, 0.2347, 3.3477], [-2.8473, -0.5572, 2.4150], [-5.7443, 1.9289, 0.4491], [-4.9848, 3.4884, 0.6730], [-5.6250, 2.6245, 2.0528], [-1.3497, 2.6653, 2.3804], [-2.6918, 2.8019, 3.5088], [-2.5686, 3.8869, 2.1442], [-2.5940, -1.5874, -0.3952], [-1.8363, -2.8852, 0.4267], [-1.6918, -4.0005, -0.3910], [-1.0864, -5.1550, 0.1113], [-0.7286, -5.1632, 1.4283], [-0.9486, -4.0179, 2.1973], [-1.5056, -2.8789, 1.6746], [-1.8202, -3.8600, -1.3811], [-0.9441, -5.9614, -0.5848], [-0.2818, -6.0451, 1.8635], [-0.6823, -3.9683, 3.2421], [3.9041, 4.6320, -4.8326], [4.9801, 4.2676, -4.0114], [4.5705, 3.3427, -3.0015], [5.1278, 2.1407, -2.7605], [6.1062, 1.6919, -3.3362], [4.4049, 1.4722, -1.6325], [5.0904, 1.0247, -0.5033], [4.3331, 0.6138, 0.5882], [2.9621, 0.7018, 0.5332], [2.2915, 1.0718, -0.5680], [3.0180, 1.4369, -1.6229], [3.1599, 4.8390, -4.2495], [5.4052, 5.1755, -3.5396], [5.7373, 3.7984, -4.6465], [3.7841, 3.6522, -2.3981], [6.1686, 1.0532, -0.4738], [4.8189, 0.2775, 1.4916], [2.3671, 0.4694, 1.4003], [2.4698, 1.7282, -2.5082], [1.4303, -7.9826, -1.3634], [2.3245, -6.9579, -2.0749], [1.9952, -6.9773, -3.5705], [3.8002, -7.3531, -1.9270], [2.0851, -5.5936, -1.4422], [2.4612, -5.3926, -0.1144], [2.2549, -4.1986, 0.5577], [1.6377, -3.1809, -0.1369], [1.2793, -1.9420, 0.2547], [0.6393, -1.3268, -0.8375], [0.6546, -2.2339, -1.9113], [1.2556, -3.3653, -1.4708], [1.4652, -4.5562, -2.1347], [1.5668, -8.9750, -1.7890], [0.3859, -7.7013, -1.4742], [1.6558, -8.0232, -0.3016], [2.2122, -7.9633, -3.9788], [2.6000, -6.2482, -4.1060], [0.9433, -6.7678, -3.7487], [3.9829, -8.3104, -2.4102], [4.0955, -7.4412, -0.8865], [4.4353, -6.6071, -2.3980], [2.9289, -6.1941, 0.4389], [2.5371, -4.0862, 1.5935], [1.1317, -4.6648, -3.1528], [-0.0043, 0.5950, 1.7439], [0.0519, 0.5130, 2.8948], [0.1196, 0.3979, 4.1831], [0.7369, 1.4156, 5.0078], [-0.3098, 2.1134, 5.8777], [-1.0987, 1.0724, 6.6713], [-1.7465, 0.0675, 5.7192], [-0.6727, -0.6058, 4.8646], [1.2510, 2.1330, 4.3651], [1.4797, 0.9312, 5.6554], [-0.9870, 2.6864, 5.2426], [0.1900, 2.8092, 6.5542], [-1.8621, 1.5625, 7.2794], [-0.4211, 0.5453, 7.3492], [-2.4534, 0.5807, 5.0663], [-2.2907, -0.6939, 6.2799], [-1.1169, -1.2659, 4.1163], [-0.0072, -1.1959, 5.5080], [2.4746, 3.3700, 0.8131], [1.9160, 4.3007, -0.1632], [2.5795, 4.2290, -1.4845], [0.2556, 3.5391, -0.5734], [-0.2913, 6.0919, 0.0328]],
  "forces_ev_per_angstrom": [[-1.1, -1.4, -0.2], [0.7, -0.3, 0.5], [-0.2, -0.2, -1.0], [-0.3, -0.2, 0.6], [0.5, 0.4, 0.1], [-0.9, 0.2, 0.2], [-1.5, 1.5, -0.9], [0.8, 0.1, -0.1], [-0.2, -0.5, 0.4], [-0.2, 0.2, 0.2], [-0.3, 0.1, 0.8], [0.2, 0.5, -0.4], [0.7, -0.3, -0.3], [-0.1, -0.4, -0.4], [0.0, -0.3, -0.2], [0.1, 0.2, 0.0], [-0.1, 0.1, 0.2], [-0.2, -0.1, -0.1], [0.2, -0.2, 0.0], [0.1, 0.2, 0.1], [-0.1, 0.2, -0.2], [-0.1, 0.0, 0.2], [0.2, -0.2, 0.0], [-0.1, -0.2, -0.3], [-0.1, 0.3, -0.1], [0.0, -0.1, 0.3], [-0.3, 0.1, -0.1], [0.1, -0.2, -0.1], [0.1, 0.1, 0.2], [0.1, -0.1, 0.1], [-0.1, -0.1, 0.1], [0.0, 0.0, 0.3], [-0.1, -0.1, -0.2], [-0.1, 0.3, 0.2], [0.2, -0.2, 0.0], [-0.2, -0.2, -0.2], [0.0, 0.2, -0.1], [0.1, -0.1, 0.3], [0.3, 0.0, 0.0], [-0.2, -0.1, 0.2], [-0.1, 0.2, -0.1], [-0.3, 1.1, -0.8], [0.0, -0.2, 0.0], [0.3, -0.1, 0.3], [-0.1, 0.0, -0.1], [-0.2, 0.2, 0.1], [0.3, -0.6, 0.2], [-0.1, 0.4, -0.1], [0.0, 0.0, 0.2], [0.0, -0.1, 0.0], [0.1, 0.0, 0.0], [0.1, -0.1, 0.1], [-0.5, 0.1, -0.1], [0.7, 0.1, 0.0], [-0.3, 0.2, 0.1], [0.0, 0.3, -0.3], [0.1, -0.2, 0.2], [0.3, -0.3, 0.6], [-0.7, 0.1, -0.3], [0.4, 0.2, -0.2], [-0.1, -0.1, 0.1], [0.7, -0.3, 0.1], [-0.2, 0.0, -0.3], [0.1, 0.1, -0.2], [-0.1, -0.3, -0.1], [-0.1, 0.1, 0.2], [0.5, -0.2, -0.1], [0.1, -0.1, -0.1], [-0.1, 0.0, 0.1], [-0.1, -0.1, 0.0], [-0.1, 0.0, 0.0], [0.1, 0.1, -0.1], [0.0, -0.1, -0.1], [0.0, 0.0, 0.2], [-0.2, 0.0, 0.0], [0.1, 0.0, 0.1], [0.1, -0.1, 0.0], [-0.1, 0.4, 0.0], [0.1, -0.8, -0.8], [0.0, 0.2, 0.5], [0.0, 0.9, 0.3], [-0.4, 0.4, -0.4], [0.4, -0.3, 0.9], [-0.1, 0.3, 0.0], [0.0, -0.2, 0.0], [-0.2, 0.0, 0.0], [0.0, 0.0, 0.1], [0.0, -0.1, 0.0], [0.0, 0.1, -0.1], [-0.1, 0.1, -0.1], [0.0, -0.2, -0.1], [0.0, 0.0, 0.1], [0.1, 0.1, 0.0], [0.0, -0.1, 0.0], [0.0, 0.1, 0.1], [0.0, 0.0, -0.2], [0.3, 0.1, -0.2], [0.0, 0.0, -1.3], [0.1, -0.2, 0.6], [0.1, 0.6, 0.3], [0.1, -0.2, 0.1], [-0.2, 0.1, -0.2], [0.3, -0.1, 0.1], [-0.6, -0.4, 0.2], [0.0, -0.1, 0.0], [0.0, 0.0, -0.1], [0.0, 0.0, -0.1], [0.0, 0.0, 0.0], [0.0, 0.0, 0.0], [0.0, 0.0, 0.1], [-0.1, 0.0, -0.1], [0.0, 0.0, 0.0], [0.1, 0.0, 0.0], [0.0, 0.0, -0.1], [-0.1, 0.0, 0.0], [0.7, 0.1, 0.2], [-0.3, 0.0, 0.1], [1.5, -0.5, 0.5], [-0.3, 0.2, -0.2]],
  "mulliken_charge": [3.3173, -1.3324, 1.0594, -1.3424, -1.2356, -0.2682, 0.7065, -0.2769, -1.2507, -0.3391, 0.8105, -0.7106, -1.4368, -0.9088, 0.4030, 0.4059, 0.3261, 0.3935, 0.2900, 0.3028, 0.4037, 0.3448, 0.3048, -0.3491, 0.5977, -0.5597, 0.4218, 0.1902, 0.3411, 0.2251, 0.2254, 0.0190, 0.3687, 0.3999, -0.1908, 0.2999, 0.3742, 0.4162, -0.1761, 0.4457, 0.5790, -0.3742, -0.4836, 0.0774, -0.4712, -0.5357, -0.5817, -0.0978, 0.3390, 0.4850, 0.3980, 0.3683, -0.5623, -0.4916, 0.0238, 0.0875, -0.7212, 0.7286, -0.5875, -1.3300, 0.4287, 0.0975, -0.9775, 0.3299, 0.2745, 0.3954, 0.3631, 0.4776, 0.5366, 0.1160, 0.4989, -1.6001, 1.9978, -2.1336, -1.7420, 1.0704, -0.0951, -2.3333, 0.5645, -0.2011, 0.2789, -0.7845, 0.5280, -1.1089, 0.4852, 0.2531, 0.3023, 0.4493, 0.4214, 0.3569, 0.4730, 0.2940, 0.4133, 0.3310, 0.4655, 0.5173, -1.1145, -0.0600, 0.0646, -0.8275, -0.3434, -0.8906, -0.2525, -0.2299, 0.4330, 0.3703, 0.1180, 0.3903, 0.3866, 0.3356, -0.0665, 0.4193, -0.0899, 0.3914, -0.5932, 0.4120, -0.6925, -0.2562, -0.5142]
}

# 2
{
  "formula": "C36H61BN6PPb",
  "method": "wB97M-V/def2-TZVPD",
  "total_charge": 3,
  "orbital_gap_ha": [0.271, 0.163],
  "homo_ha": [-0.62470, -0.60678],
  "multiplicity": 1,
  "elements": ["Pb", "C", "C", "C", "C", "C", "C", "N", "N", "B", "N", "C", "C", "C", "N", "C", "C", "C", "N", "C", "C", "C", "N", "C", "C", "C", "H", "H", "H", "H", "H", "H", "H", "H", "H", "H", "H", "H", "H", "H", "H", "H", "H", "H", "H", "H", "H", "H", "H", "H", "H", "H", "H", "H", "C", "C", "C", "C", "C", "C", "P", "C", "C", "C", "C", "C", "C", "C", "C", "C", "C", "C", "C", "H", "H", "H", "H", "H", "H", "H", "H", "H", "H", "H", "H", "H", "H", "H", "H", "H", "H", "H", "H", "H", "H", "H", "H", "H", "H", "H", "H", "H", "H", "H", "H", "H"],
  "xyz": [[-2.3745, 0.0629, -0.1006], [-1.9661, -2.8453, 3.7106], [-0.9853, -2.4951, 2.5777], [-0.6507, -1.0065, 2.6113], [-1.5461, -2.9898, 1.2748], [-1.6625, -4.3358, 0.9155], [-2.3013, -4.3437, -0.2998], [-2.5551, -3.0750, -0.6622], [-2.0951, -2.2257, 0.3138], [-3.2857, -2.6276, -1.9242], [-4.5993, -1.8400, -1.5100], [-5.8242, -2.1518, -1.8651], [-6.6761, -1.1861, -1.3208], [-5.7928, -0.2479, -0.6010], [-4.5650, -0.6700, -0.7276], [-6.2561, 0.9728, 0.0773], [-5.2372, 1.6238, 1.0022], [-6.7597, 1.9645, -1.0032], [-2.4156, -1.6823, -2.7625], [-2.0428, -1.8563, -4.0424], [-1.4786, -0.6922, -4.5042], [-1.5398, 0.2092, -3.4350], [-2.0998, -0.4033, -2.3775], [-1.1589, 1.6635, -3.4744], [-1.2372, 2.3666, -2.1227], [0.2204, 1.8716, -4.1078], [-1.5426, -2.5680, 4.6756], [-2.1797, -3.9133, 3.7279], [-2.9107, -2.3110, 3.5798], [-0.0652, -3.0560, 2.7560], [-1.5462, -0.3895, 2.4851], [0.0847, -0.7500, 1.8315], [-0.2212, -0.7449, 3.5781], [-1.3236, -5.1899, 1.4785], [-2.5767, -5.1689, -0.9383], [-3.6103, -3.5744, -2.5683], [-6.0429, -3.0196, -2.4696], [-7.7546, -1.1387, -1.3859], [-7.1344, 0.6783, 0.6665], [-4.4120, 2.0619, 0.4320], [-4.8501, 0.9246, 1.7477], [-5.7099, 2.4458, 1.5362], [-5.9350, 2.2915, -1.6387], [-7.1845, 2.8335, -0.5047], [-7.5334, 1.5323, -1.6394], [-2.1906, -2.8012, -4.5426], [-1.0881, -0.5099, -5.4915], [-1.8919, 2.1377, -4.1346], [-0.5820, 1.8781, -1.3899], [-2.2619, 2.4030, -1.7354], [-0.9002, 3.3980, -2.2237], [1.0155, 1.5453, -3.4300], [0.3716, 2.9289, -4.3241], [0.3251, 1.3260, -5.0443], [5.6075, -1.0321, 3.4716], [5.0425, -2.0490, 2.4618], [3.6601, -1.6275, 1.9329], [3.6121, -0.0940, 1.8249], [3.6887, 0.5722, 3.2174], [4.4732, -0.3157, 4.1985], [2.1817, 0.4694, 0.8675], [1.8311, 2.2543, 0.9523], [3.1282, 3.0544, 0.6351], [2.9738, 4.5098, 1.1169], [1.5252, 4.9741, 1.0039], [0.6319, 4.1849, 1.9829], [1.1670, 2.7612, 2.2385], [2.1781, -0.0005, -0.8955], [3.5635, 0.1810, -1.5913], [4.1559, -1.1623, -2.0144], [3.2302, -1.9039, -2.9930], [1.7403, -1.6913, -2.6547], [1.5758, -1.3938, -1.1660], [6.2249, -0.2890, 2.9586], [6.2625, -1.5345, 4.1805], [4.9479, -3.0280, 2.9326], [5.7381, -2.1694, 1.6293], [2.8767, -1.9581, 2.6207], [3.4736, -2.1023, 0.9690], [4.4703, 0.2100, 1.2085], [2.6907, 0.7684, 3.6180], [4.1962, 1.5342, 3.1268], [3.8134, -1.0558, 4.6581], [4.8560, 0.3041, 5.0076], [1.1179, 2.4052, 0.1338], [3.3101, 3.0232, -0.4407], [3.9946, 2.6107, 1.1293], [3.6362, 5.1432, 0.5290], [3.2938, 4.5915, 2.1580], [1.1762, 4.8501, -0.0264], [1.4609, 6.0379, 1.2263], [-0.3860, 4.1271, 1.5871], [0.5736, 4.7125, 2.9346], [0.3428, 2.1044, 2.5313], [1.8869, 2.7647, 3.0561], [1.4776, 0.7263, -1.3229], [4.2688, 0.7312, -0.9671], [3.4060, 0.7939, -2.4827], [4.3542, -1.7807, -1.1346], [5.1235, -0.9841, -2.4816], [3.4662, -2.9680, -2.9688], [3.4236, -1.5659, -4.0115], [1.1598, -2.5719, -2.9335], [1.3275, -0.8561, -3.2320], [2.0846, -2.1679, -0.5888], [0.5198, -1.4081, -0.8700]],
  "forces_ev_per_angstrom": [[0.6, 0.2, 0.2], [0.0, 0.0, -0.1], [-0.2, 0.2, 0.1], [0.1, -0.2, -0.2], [0.0, 0.0, 0.1], [0.1, 0.0, 0.0], [0.0, 0.1, 0.0], [-0.2, -0.1, 0.2], [-0.1, 0.0, -0.3], [0.8, 0.0, 0.0], [-0.2, -0.2, -0.3], [0.4, 0.0, 0.1], [-0.4, 0.3, 0.2], [0.0, -0.3, -0.2], [-0.6, -0.2, -0.1], [-0.2, 0.3, 0.2], [0.0, -0.1, -0.1], [0.0, -0.1, 0.0], [-0.2, 0.1, -0.2], [0.0, 0.0, 0.0], [0.0, 0.1, 0.0], [-0.1, 0.0, 0.0], [-0.1, -0.2, 0.1], [0.1, 0.0, 0.1], [-0.1, -0.1, -0.1], [0.0, 0.0, 0.0], [0.0, 0.0, 0.0], [0.0, 0.0, 0.0], [0.0, 0.0, 0.0], [0.0, 0.0, -0.1], [0.0, 0.0, 0.1], [-0.2, 0.0, 0.1], [0.0, 0.0, 0.0], [0.0, 0.0, 0.0], [0.0, 0.1, 0.0], [-0.1, 0.0, 0.0], [0.0, 0.0, 0.0], [0.1, 0.0, 0.0], [0.0, 0.0, 0.0], [0.0, 0.0, 0.0], [0.0, 0.0, 0.0], [0.0, 0.0, 0.0], [0.0, 0.0, 0.0], [0.0, 0.0, 0.0], [0.0, 0.0, 0.0], [-0.1, 0.0, 0.0], [0.0, 0.0, 0.0], [0.0, 0.0, 0.0], [0.0, 0.1, 0.0], [0.0, 0.0, 0.0], [0.0, 0.0, 0.0], [0.0, 0.0, -0.1], [0.0, 0.0, 0.0], [0.0, 0.0, 0.0], [-0.1, 0.0, 0.0], [0.0, 0.0, 0.1], [0.1, 0.0, 0.1], [0.0, -0.1, -0.1], [0.1, -0.1, 0.1], [0.1, -0.1, -0.1], [0.2, 0.3, -0.2], [0.1, -0.1, 0.1], [-0.1, 0.1, 0.1], [-0.1, 0.0, -0.1], [0.0, 0.0, 0.2], [0.1, 0.0, -0.1], [-0.1, 0.1, -0.1], [-0.1, -0.1, 0.1], [0.0, -0.1, -0.1], [0.0, 0.0, -0.1], [0.0, 0.1, 0.1], [0.1, -0.1, 0.0], [0.0, 0.1, -0.1], [0.0, 0.0, 0.0], [0.0, 0.0, 0.0], [0.0, 0.0, 0.0], [0.0, 0.0, 0.0], [0.0, 0.0, 0.0], [0.0, 0.0, 0.0], [0.0, 0.1, 0.0], [0.0, 0.0, 0.0], [-0.1, 0.0, 0.0], [0.0, 0.0, 0.0], [0.0, 0.0, 0.0], [0.0, 0.0, 0.0], [0.0, 0.0, 0.0], [0.0, -0.1, -0.1], [0.0, 0.0, 0.0], [0.0, 0.0, 0.0], [0.0, 0.0, 0.0], [0.0, 0.0, -0.1], [0.0, 0.0, 0.0], [0.0, 0.0, 0.0], [0.1, 0.0, 0.1], [0.0, 0.0, 0.0], [0.0, 0.0, 0.0], [0.0, 0.0, 0.0], [0.0, 0.0, 0.0], [0.0, 0.0, 0.0], [0.0, 0.0, 0.0], [0.0, 0.0, 0.0], [0.0, 0.0, 0.0], [0.0, 0.0, 0.0], [0.0, 0.0, 0.0], [-0.1, 0.0, 0.1], [0.0, 0.0, 0.0]],
  "mulliken_charge": [1.0916, -1.5711, 0.6514, -1.4016, -0.3992, -1.4780, -0.1103, 0.4568, 0.1900, -0.3613, 0.0648, 0.1202, -1.2049, -0.2001, 0.2293, 0.8149, -1.5513, -1.3277, 0.5945, -0.6129, -1.2166, -0.4095, 0.2631, 1.0955, -1.0744, -1.4964, 0.4253, 0.4498, 0.3384, 0.3591, 0.2338, 0.2170, 0.7698, 0.6189, 0.5346, -0.0617, 0.5617, 0.5506, 0.4232, 0.1836, 0.3248, 0.5239, 0.3070, 0.4210, 0.4450, 0.5779, 0.5250, 0.6086, -0.1854, 0.0663, 0.6021, 0.1157, 0.4992, 0.4456, -0.6641, -0.9297, -0.6749, 0.9962, -0.8466, -0.9297, -0.7384, 0.9579, -0.8748, -0.8430, -0.5576, -0.7251, -0.9015, 2.3947, -0.8136, -0.7205, -1.0891, -0.3375, -0.0052, 0.3057, 0.4521, 0.4757, 0.2676, 0.2346, -0.0732, 0.9721, 0.1534, 0.2772, 0.3381, 0.4917, -0.0094, 0.2916, 0.2349, 0.5071, 0.3467, 0.1527, 0.5003, 0.1343, 0.5060, -0.0242, 0.4683, -1.7411, 0.6302, 0.4596, 0.0349, 0.5728, 0.3839, 0.3668, 0.5323, -0.0628, 0.5892, -0.5042]
}

| no. | molecular weight (g/mol) |
| --- | --- |
| 1 | 1085.42 |
| 2 | 826.91 |